1.
Density functional theory data (ωB97M-V/def2-TZVPD) for an isolated ion of composition C4H11N2O and charge -2.

Computed properties:
Energy above the lowest of the compared OMol25 structures with the same formula, charge and spin = 15.0 kcal/mol
Kohn-Sham gap (alpha / beta) = 3.00 / 6.81 eV
Spin multiplicity = 2
Energy = -9348.8618 eV
LUMO (alpha / beta) = 7.19 / 7.10 eV
E_HOMO (alpha / beta) = 4.19 / 0.30 eV
Charge = -2

```
18
C4H11N2O | the OMol25 dataset | ωB97M-V/def2-TZVPD
C 0.95490 -0.74636 0.99511
N -0.05382 -1.72676 1.39695
C 0.40252 0.36074 0.09078
C 1.46691 1.34503 -0.39172
N -0.51491 -0.05330 -0.97322
C -2.00308 0.15439 -0.80481
O -2.42832 0.13821 0.45692
H 1.79642 -1.35133 0.65883
H 1.32150 -0.23890 1.90553
H -0.90812 -1.20821 1.61720
H -0.37425 -2.32625 0.64232
H -0.30530 0.87464 0.76225
H 1.05832 2.02004 -1.13617
H 2.17630 0.64982 -0.90748
H 2.22746 1.76074 0.27209
H 0.02499 -0.10974 -1.82298
H -2.31759 1.09892 -1.34960
H -2.52393 -0.64167 -1.41200
```

Atomic partial charges in e from the Löwdin method, atoms 1 to 5:
1 C -0.36
2 N -0.04
3 C -0.47
4 C -0.52
5 N -0.05

***

2.
Density functional theory data (ωB97M-V/def2-TZVPD) for one molecule with the formula C5H7N.

Computed properties:
Energy above the lowest of the compared OMol25 structures with the same formula, charge and spin = 144.5 kcal/mol
Kohn-Sham gap (alpha / beta) = 8.72 / 7.48 eV
Energy = -6782.2454 eV
LUMO (alpha / beta) = 0.29 / -0.36 eV
E_HOMO (alpha / beta) = -8.43 / -7.84 eV

```
13
C5H7N | the OMol25 dataset | ωB97M-V/def2-TZVPD
C 1.31082 -1.10256 1.57023
C 0.55687 -0.41596 0.47150
C -0.03396 0.76962 0.34548
C -0.31381 1.25061 -0.95308
C -1.15812 0.21091 -1.54013
N -1.72749 1.44176 -1.50724
H 1.42639 -0.50606 2.47827
H 2.31322 -1.34270 1.19130
H 0.84033 -2.05800 1.83299
H 0.43514 1.81474 -1.49423
H -1.63421 -0.63024 -1.03918
H 0.49994 -0.98308 -0.48726
H -2.51511 1.55096 -0.86866
```

Atomic partial charges in e from the Löwdin method, atoms 1 to 5:
1 C -0.11
2 C -0.21
3 C 0.01
4 C -0.32
5 C -0.10

***

3.
Density functional theory data (ωB97M-V/def2-TZVPD) for C22H51CaN4OP2 as an isolated structure.

Computed properties:
Kohn-Sham gap = 3.34 eV
Energy = -68656.4758 eV
LUMO = -2.82 eV
E_HOMO = -6.15 eV
Charge = +1

```
81
C22H51CaN4OP2 | the OMol25 dataset | ωB97M-V/def2-TZVPD
Ca 0.78339 0.53106 1.01156
P -0.63786 -1.72552 -2.48869
P -0.30800 3.09039 -0.00065
N 0.96569 0.94220 -1.94978
C 1.01096 -1.31724 -3.13836
H 1.72478 -2.02651 -2.68702
H 0.99132 -1.53054 -4.22023
C 1.57498 0.10615 -2.95834
H 2.63840 0.00958 -2.68104
H 1.56775 0.60920 -3.95062
C 1.53580 2.28453 -2.06241
H 1.18412 2.81193 -2.97602
H 2.62474 2.15859 -2.18690
C 1.34865 3.18238 -0.81817
H 1.51056 4.22450 -1.13708
H 2.15293 2.96582 -0.08748
C 0.08982 3.95253 1.60500
C 0.81032 2.98110 2.56155
H 1.75429 2.57331 2.14511
H 0.13883 2.16536 2.90501
H 1.10352 3.52056 3.47091
C -1.21669 4.32734 -1.02844
C -2.72928 4.17901 -0.80946
H -3.26291 4.76973 -1.56445
H -3.03719 4.54052 0.18023
H -3.04585 3.13332 -0.91300
C -1.81100 -2.28797 -3.75716
C -3.04540 -2.98242 -3.15745
H -3.80285 -3.07862 -3.94615
H -3.49831 -2.40907 -2.34057
H -2.81932 -3.99509 -2.80106
C -0.31941 -3.01146 -1.22251
C -1.48070 -3.23583 -0.25136
H -1.09164 -3.77920 0.62294
H -2.27341 -3.84982 -0.70210
H -1.91414 -2.28713 0.09390
C -1.27152 -0.10219 -1.91861
C -0.72161 5.77429 -0.87277
H 0.23841 5.86976 -0.34929
H -0.58568 6.21105 -1.87244
H -1.46294 6.39505 -0.35219
C -1.17489 -3.13184 -4.86131
H -1.96377 -3.43468 -5.56525
H -0.42862 -2.56430 -5.43241
H -0.70379 -4.04635 -4.47209
C 0.15628 -4.32395 -1.86376
H 0.51418 -4.98877 -1.06474
H -0.66000 -4.84741 -2.38497
H 0.99072 -4.17968 -2.56503
C -1.17217 4.54034 2.24796
H -1.99705 3.81389 2.27665
H -0.95245 4.82592 3.28529
H -1.52909 5.44345 1.73692
H 0.77459 4.77357 1.33810
H 0.51988 -2.58457 -0.64015
H -0.99550 4.00220 -2.06067
H -2.15781 -1.34260 -4.21024
O -1.39808 0.09035 -0.64696
H -0.32018 0.88453 -2.26782
H -1.67738 0.50554 -2.80796
C -0.91202 -0.85829 2.96451
N 0.30883 -1.27653 3.66426
C 0.45286 -0.80552 5.03333
C 1.37589 -1.77139 2.94425
N 1.40833 -1.54088 1.61737
N 2.37616 -2.40186 3.56281
C 2.23812 -3.02362 4.87083
C 3.53678 -2.80977 2.77773
H -0.88276 0.21980 2.65982
H -1.10197 -1.49664 2.09484
H -1.76462 -0.95464 3.65690
H 0.20958 -1.59430 5.75783
H 1.45931 -0.41719 5.22610
H -0.25614 0.02196 5.19541
H 2.13416 -2.09605 1.16425
H 1.21863 -3.39960 5.03219
H 2.93523 -3.86312 4.91295
H 2.50286 -2.32133 5.67397
H 3.28823 -3.60923 2.06274
H 3.93623 -1.95308 2.22189
H 4.29791 -3.17497 3.47002
```

Atomic partial charges in e from the Löwdin method, atoms 1 to 5:
1 Ca 1.27
2 P 1.04
3 P 0.99
4 N -0.23
5 C -0.25

***

4.
Density functional theory data (ωB97M-V/def2-TZVPD) for a 2-piece molecular cluster, C3H11NS overall.

Computed properties:
Energy above the lowest of the compared OMol25 structures with the same formula, charge and spin = 106.0 kcal/mol
Kohn-Sham gap = 4.07 eV
Energy = -15610.1525 eV
LUMO = -1.20 eV
E_HOMO = -5.27 eV

```
16
C3H11NS | the OMol25 dataset | ωB97M-V/def2-TZVPD
C 3.22291 0.96408 -0.69580
S 2.54911 -0.72491 -0.68208
H 2.60693 1.74305 -1.34948
H 3.23298 1.29208 0.38238
H 4.28327 0.99131 -1.09964
C -1.45156 0.83767 0.57076
N -1.92967 -0.56424 0.56198
C -1.06587 -1.44289 -0.32340
H -1.85424 1.31484 1.49780
H -0.31141 0.96645 0.52832
H -1.96927 1.47374 -0.17564
H -2.99586 -0.80745 0.34485
H -1.66633 -0.97667 1.66610
H -1.00553 -1.01277 -1.28181
H -1.60504 -2.46589 -0.19217
H -0.04042 -1.58841 0.24782
```

Atomic partial charges in e from the Löwdin method, atoms 1 to 5:
1 C -0.78
2 S 0.02
3 H 0.02
4 H -0.02
5 H 0.00

***

5.
Density functional theory data (ωB97M-V/def2-TZVPD) for an isolated ion of composition C2H5N4O and charge +1.

Computed properties:
Energy above the lowest of the compared OMol25 structures with the same formula, charge and spin = 69.5 kcal/mol
Kohn-Sham gap (alpha / beta) = 6.76 / 6.29 eV
Spin multiplicity = 3
Energy = -10147.0835 eV
LUMO (alpha / beta) = -3.75 / -9.39 eV
E_HOMO (alpha / beta) = -10.51 / -15.69 eV
Charge = +1

```
12
C2H5N4O | the OMol25 dataset | ωB97M-V/def2-TZVPD
C 1.00525 2.42525 -0.49580
C -0.33871 -0.55202 0.10291
N 1.98609 2.95449 -0.28180
N -1.08245 -1.41749 0.81819
N 0.70904 -1.04936 -0.48530
N -0.53045 0.75465 0.11376
O 0.11838 1.44674 -0.92449
H -0.83677 -2.45321 0.89300
H -1.51295 -1.06218 1.71239
H 0.83998 -2.01930 -0.70142
H 0.91021 -0.34398 -1.20625
H -1.26762 1.31640 0.45482
```

Atomic partial charges in e from the Löwdin method, atoms 1 to 5:
1 C -0.23
2 C -0.45
3 N 0.27
4 N 0.19
5 N 0.26

***

6.
Density functional theory data (ωB97M-V/def2-TZVPD) for a 3-piece molecular cluster, C6H19N2O3Si overall.

Computed properties:
Energy above the lowest of the compared OMol25 structures with the same formula, charge and spin = 128.6 kcal/mol
Kohn-Sham gap = 7.17 eV
Energy = -23522.3789 eV
LUMO = -3.36 eV
E_HOMO = -10.54 eV
Charge = +1

```
31
C6H19N2O3Si | the OMol25 dataset | ωB97M-V/def2-TZVPD
C -0.00490 -0.03397 -1.25320
C 0.43985 -1.43136 2.53467
C 2.66609 2.80500 0.92929
C 4.32666 -1.30846 -0.20662
C -0.94135 0.59587 -0.29046
C -1.52557 -0.33986 0.77105
N -2.77184 -0.82351 0.42765
N -4.24696 -0.12047 -1.70815
O 1.60194 -1.17420 1.79762
O 1.92157 1.57999 1.25579
O 3.66509 -0.12541 0.30009
Si 2.31344 0.05444 1.09862
H -0.53046 -0.91045 -1.60360
H 0.38227 0.61399 -1.98896
H 0.84361 -0.41838 -0.68353
H 0.35733 -0.71301 3.41608
H 0.42956 -2.42899 2.85494
H -0.47536 -1.07136 1.91797
H 2.57062 3.18740 -0.13349
H 3.70267 2.73584 1.16502
H 2.18446 3.50377 1.67521
H 4.50050 -1.05653 -1.24586
H 3.79173 -2.16764 -0.04727
H 5.22254 -1.25547 0.25970
H -0.37272 1.45592 0.20067
H -1.79628 0.97999 -0.94363
H -3.37237 -1.38863 1.05395
H -3.16425 -0.38732 -0.38979
H -5.04782 0.64986 -1.67635
H -3.63568 -0.12096 -2.51704
H -4.79190 -1.03044 -1.84031
```

Atomic partial charges in e from the Löwdin method, atoms 1 to 5:
1 C -0.10
2 C -0.13
3 C -0.03
4 C -0.01
5 C -0.29